Entry 1:
Below is a cluster of 14 separate species, H28O14 in total in a non-equilibrium geometry, with properties calculated with ωB97M-V/def2-TZVPD.

Calculated values
2S+1   1
Maximum force   0.0829 hartree/bohr

```
42
Properties=species:S:1:pos:R:3:forces:R:3:mulliken_charge:R:1
H 0.151551 -0.154797 0.186400 0.6 -0.4 1.3 0.10
H -0.776832 0.149557 -0.908315 0.9 -0.6 -0.2 0.32
H 3.760837 -2.166136 -2.181132 0.1 -0.7 -1.4 0.28
H 4.793929 -2.068648 -0.988121 -1.7 0.6 -1.0 0.31
H 0.131311 -0.591619 -3.031425 0.5 0.2 0.1 0.30
H -0.232425 -1.644654 -4.055809 0.6 -0.8 -2.6 0.27
H 4.515774 1.177392 1.278999 -2.3 -1.3 -1.8 0.31
H 3.138149 1.236723 0.398725 0.4 -0.1 0.5 0.25
H -0.747428 -1.186931 2.542193 0.1 -1.5 -2.9 0.29
H -1.840610 -0.400039 3.348390 0.6 -0.5 -0.5 0.33
H -2.548952 0.980464 -2.099349 1.6 1.2 -1.3 0.25
H -3.372825 -0.309535 -2.380200 0.5 0.7 0.2 0.31
H 0.843074 0.575586 1.790702 0.6 0.4 0.8 0.20
H 1.914328 1.449979 2.488655 0.3 3.0 1.1 0.23
H 2.230996 -3.588296 -0.848059 -0.6 -0.2 -0.7 0.22
H 2.792199 -3.035184 0.302890 2.3 1.1 1.3 0.26
H 1.109593 3.548643 1.929303 1.1 0.6 0.7 0.29
H -0.036734 2.838714 1.394716 0.7 2.1 -0.8 0.28
H -0.391640 -4.706460 1.390037 0.2 1.2 -0.9 0.27
H 0.492151 -3.534409 1.705164 0.1 0.0 -0.7 0.31
H -4.235911 0.222195 0.731541 -0.2 0.0 -0.2 0.30
H -2.913477 0.919058 0.559399 -0.3 -0.1 0.0 0.28
H 3.058077 3.750762 -2.040145 -0.8 0.6 -1.2 0.30
H 3.399849 2.425000 -1.383982 0.2 0.8 0.0 0.33
H -2.853070 3.878980 -0.174288 -0.5 -0.5 0.8 0.30
H -2.119212 4.557623 -1.258084 -2.3 0.6 0.9 0.32
H -4.172139 -2.115952 -0.548202 0.5 1.8 -0.1 0.29
H -4.634000 -3.024383 0.580732 -0.8 0.2 3.8 0.29
O 0.148180 -0.157068 -0.751326 -1.5 1.0 -1.2 -0.40
O 3.892395 -1.787982 -1.337075 2.0 0.3 2.2 -0.57
O -0.410501 -1.355889 -3.206015 -1.1 0.5 2.4 -0.59
O 3.804034 0.629521 0.757022 2.7 1.4 0.9 -0.57
O -0.944112 -0.780140 3.330990 -0.8 2.0 3.3 -0.61
O -3.233507 0.450608 -1.784154 -2.0 -1.9 1.0 -0.55
O 1.737201 0.616497 2.173766 -1.6 -3.4 -1.2 -0.45
O 1.947981 -3.201244 -0.024337 -0.8 -0.4 -0.8 -0.47
O 0.477743 3.708067 1.243733 -1.9 -2.6 0.1 -0.58
O -0.010624 -3.891233 0.952816 -1.7 -1.8 2.2 -0.59
O -3.655132 0.844620 1.171374 0.4 0.1 0.3 -0.61
O 3.510562 3.395501 -1.304689 0.7 -1.5 1.2 -0.61
O -3.023760 4.599460 -0.772908 2.8 -0.1 -1.7 -0.62
O -4.422530 -2.968672 -0.290537 0.3 -2.0 -3.7 -0.59
```
Positions in Å, forces in eV/Å.

Entry 2:
Below is a cluster of 14 separate species, H28O14 in total in a non-equilibrium geometry, with properties calculated with ωB97M-V/def2-TZVPD.

Calculated values
2S+1   1
Maximum force   0.0507 hartree/bohr

```
42
Properties=species:S:1:pos:R:3:forces:R:3:mulliken_charge:R:1
O -2.884819 3.467819 0.255851 1.0 0.2 0.9 -0.65
H -3.110498 3.508939 1.195278 -1.1 0.2 -0.2 0.31
H -1.956107 3.717299 0.388103 0.1 0.0 -0.8 0.33
O 1.330499 -0.767649 4.645500 0.4 -0.6 -0.3 -0.63
H 1.468905 -1.706828 4.824553 -0.3 0.0 0.5 0.31
H 1.927893 -0.711745 3.885184 -0.1 0.6 0.0 0.34
O 1.152950 -1.225865 -4.360934 0.3 0.6 0.8 -0.64
H 0.394383 -1.776870 -4.228515 -0.8 -0.9 -0.6 0.31
H 1.159365 -0.859637 -3.465079 0.6 0.3 -0.2 0.34
O 4.442042 0.154296 1.048050 -0.6 0.4 0.5 -0.58
H 4.288646 -0.589230 0.464291 0.4 -0.1 -0.2 0.31
H 5.335937 0.486100 0.953940 0.1 -0.3 -0.3 0.29
O -0.094848 -1.587520 -1.068229 -0.2 -0.2 0.4 -0.56
H -0.699052 -1.461315 -0.324475 -0.1 -0.1 -0.1 0.27
H -0.009242 -0.686351 -1.370327 0.0 0.7 -0.3 0.24
O -3.639037 -1.953157 -2.745929 -0.3 0.3 0.1 -0.60
H -3.151759 -2.747838 -2.958648 0.2 -0.2 0.0 0.30
H -3.013945 -1.353262 -2.329773 0.2 -0.1 0.0 0.31
O 1.571265 1.994405 2.613718 -0.4 -0.8 0.8 -0.56
H 1.308690 1.904962 1.699694 0.2 0.6 -0.2 0.27
H 2.188384 2.702130 2.799061 0.0 0.2 -0.6 0.29
O 1.725444 -2.252836 2.124588 -1.0 0.8 -0.4 -0.63
H 1.557583 -1.496230 1.540558 0.9 -0.1 -0.3 0.27
H 0.821821 -2.264617 2.469445 0.1 -0.7 0.6 0.33
O -1.222034 -4.382261 -0.067246 -0.2 0.2 0.0 -0.58
H -1.859575 -4.083885 -0.721827 -0.2 -0.2 -0.1 0.32
H -0.891956 -3.539201 0.252276 0.4 -0.1 0.2 0.27
O 2.866322 2.930420 -0.475582 -1.3 -0.9 -2.1 -0.60
H 2.721759 2.446812 0.328555 1.0 0.6 0.8 0.31
H 3.400895 3.707708 -0.576149 0.4 0.2 1.2 0.29
O -3.798041 -1.708689 0.836831 1.0 0.7 0.0 -0.61
H -4.330468 -1.296889 0.153417 -0.3 -0.3 0.0 0.32
H -4.220631 -2.490166 1.174443 -0.5 -0.3 -0.1 0.30
O -0.690989 1.656436 -1.303777 1.3 -0.8 0.4 -0.58
H 0.139263 2.028295 -1.629662 0.1 0.0 0.0 0.32
H -1.342948 2.234799 -1.653095 -1.2 0.7 -0.4 0.27
O 2.228388 1.697352 -4.162652 -0.3 0.4 0.0 -0.64
H 2.087328 0.845597 -4.585652 0.1 -0.2 0.0 0.33
H 2.883632 1.593669 -3.470833 0.1 -0.2 0.0 0.31
O -3.208480 1.855974 2.633714 0.1 -0.8 0.2 -0.61
H -3.004569 0.910141 2.637365 -0.5 -0.1 0.6 0.31
H -2.668102 2.075533 1.884066 0.4 0.4 -0.7 0.31
```
Positions in Å, forces in eV/Å.

Entry 3:
Below is a structure of composition H28O14 in a non-equilibrium geometry, with properties calculated with ωB97M-V/def2-TZVPD.

Calculated values
2S+1   1
Maximum force   0.2556 hartree/bohr

```
42
Properties=species:S:1:pos:R:3:forces:R:3:mulliken_charge:R:1
H -0.419811 1.112393 -0.410893 -1.2 0.8 0.4 0.25
H 0.724539 0.357503 -0.025491 1.9 0.0 0.3 0.14
H 1.316839 -2.219218 2.635257 1.3 -1.1 -1.4 0.29
H 1.033813 -1.246374 3.664635 -0.9 -0.4 -0.2 0.30
H -2.855132 1.747117 1.242402 0.2 0.4 -0.3 0.19
H -1.854812 0.694092 1.742829 -1.9 0.8 -1.7 0.36
H 0.483240 0.038484 -3.724142 -1.5 1.5 -2.8 0.27
H 1.415228 0.193515 -2.635745 0.4 -0.1 0.3 0.27
H -1.854020 -1.090446 1.360728 -1.4 -0.4 0.3 0.25
H -3.137054 -1.900803 1.783016 0.5 -0.7 0.3 0.28
H -4.136347 -0.211090 -1.572968 0.0 -0.3 0.1 0.28
H -5.352516 -0.057649 -2.447759 0.5 -0.5 0.3 0.25
H -4.024289 -1.843234 0.002382 -0.1 -0.2 -0.3 0.38
H -4.831325 -2.964252 -0.625736 -0.9 -2.2 0.7 0.22
H -0.577946 -1.408680 -0.013077 2.2 -0.1 -1.5 0.12
H 0.362956 -1.777336 -1.223522 -0.1 -0.9 -0.2 0.23
H 4.143086 0.538204 0.371029 1.5 1.3 -0.9 0.25
H 3.242494 0.116895 1.444184 0.2 -0.7 -1.2 0.27
H 2.182792 2.090838 -1.057437 -0.4 -0.2 0.4 0.30
H 2.878273 2.963755 0.117624 -0.4 -0.9 -3.0 0.31
H -1.466886 3.015876 2.590149 1.6 -0.7 -2.4 0.30
H -0.067492 2.991021 1.818527 0.2 0.1 0.2 0.26
H 2.169388 -2.958783 -1.833824 -0.2 -0.2 0.0 0.34
H 2.360170 -1.660959 -1.112858 -3.0 3.6 2.5 0.40
H 0.829576 4.781313 -1.037462 -2.6 -1.0 0.5 0.33
H -0.496162 4.516035 -0.106876 0.4 0.1 -0.1 0.31
H 3.944191 -2.000931 -0.425033 2.9 -0.8 1.8 0.31
H 4.369197 -2.734512 0.860762 0.0 -0.5 0.4 0.26
O -0.189395 0.322821 0.089290 -3.9 12.0 3.8 -0.27
O 0.571186 -1.878065 3.073490 -0.5 1.5 1.5 -0.60
O -2.642835 0.821609 1.111658 1.5 4.3 0.8 -0.51
O 0.821394 -0.442979 -3.031834 1.2 -1.4 2.1 -0.51
O -2.835560 -1.039448 1.476285 0.3 -4.9 0.6 -0.67
O -4.878338 -0.746030 -1.893870 -2.4 6.5 -4.8 -0.55
O -4.426282 -2.158347 -0.829843 3.0 -3.2 3.9 -0.54
O 0.309409 -1.208271 -0.445955 1.2 -12.1 -2.8 -0.44
O 3.581369 -0.180925 0.557004 -2.8 1.1 2.3 -0.50
O 2.859919 2.742840 -0.893079 0.8 1.2 2.6 -0.62
O -0.982764 2.721151 1.719602 -1.4 1.3 2.6 -0.58
O 2.794276 -2.290109 -1.561712 2.7 -3.2 -2.8 -0.63
O -0.114109 4.382390 -0.984177 2.2 0.7 -0.4 -0.63
O 4.749731 -2.129415 0.232442 -1.0 -0.7 -2.1 -0.67
```
Positions in Å, forces in eV/Å.

Entry 4:
Below is a cluster of 14 separate species, H28O14 in total in a non-equilibrium geometry, with properties calculated with ωB97M-V/def2-TZVPD.

Calculated values
2S+1   1
Maximum force   0.0313 hartree/bohr

```
42
Properties=species:S:1:pos:R:3:forces:R:3:mulliken_charge:R:1
O 2.363717 0.772165 -4.722657 0.1 0.5 0.0 -0.64
H 2.601699 0.495535 -3.832074 -0.1 -0.3 -0.1 0.32
H 1.682302 0.177354 -5.040719 0.0 -0.2 0.2 0.32
O -3.277529 -2.666515 -1.356422 0.7 0.5 0.5 -0.62
H -3.200918 -1.759397 -1.024899 -0.5 0.1 -0.2 0.31
H -2.330740 -2.861401 -1.373340 -0.2 -0.5 -0.3 0.31
O -1.150038 2.728947 -2.131666 -1.1 -0.4 -1.1 -0.58
H -0.567672 2.786467 -2.889114 0.5 0.8 0.3 0.28
H -0.861629 3.105496 -1.305616 0.9 0.1 -0.2 0.32
O 1.537680 -2.113880 -1.733800 -0.7 -0.2 1.1 -0.62
H 1.575724 -1.822447 -0.810336 0.7 0.7 -0.3 0.33
H 0.775691 -2.678970 -1.538161 -0.1 -0.4 -1.0 0.30
O -4.471733 1.341350 -0.506428 0.3 0.3 0.2 -0.64
H -4.803825 0.646602 -1.077683 0.0 -0.1 -0.1 0.31
H -3.754725 1.744609 -1.011904 0.0 -0.1 -0.2 0.34
O -1.588154 0.159334 -1.691509 1.1 -0.2 0.1 -0.51
H -1.009716 0.870460 -2.047763 -1.1 -0.1 0.1 0.28
H -1.000404 -0.117808 -0.975001 -0.4 -0.5 0.1 0.23
O 1.744933 -0.110478 4.409277 0.5 -0.4 0.7 -0.60
H 2.155572 0.186243 3.596167 -0.4 0.2 -0.3 0.31
H 0.801698 0.062999 4.413258 0.1 0.2 -0.5 0.31
O -0.231651 -2.203093 0.881794 0.0 -0.1 -0.1 -0.52
H 0.419605 -2.225665 1.592513 -0.3 0.0 0.3 0.28
H -0.925189 -2.777000 1.226318 -0.1 0.0 -0.1 0.26
O -1.112939 2.021935 0.388818 -0.1 0.2 0.7 -0.57
H -2.008729 1.682652 0.522466 0.0 -0.1 -0.3 0.29
H -1.163830 2.932538 0.700888 0.1 0.0 0.3 0.27
O 0.477400 -2.763239 3.873148 0.1 -0.2 -0.1 -0.63
H 0.283027 -2.548060 4.792143 -0.1 0.0 -0.1 0.30
H 1.441924 -2.765643 3.851563 -0.1 0.1 0.1 0.32
O 4.327118 -1.111068 -1.106639 0.3 0.1 0.1 -0.62
H 3.698831 -1.528842 -1.699427 -0.3 -0.1 0.0 0.33
H 3.869058 -0.375268 -0.688016 -0.2 -0.1 0.0 0.30
O 1.786683 -0.131006 0.753642 1.3 0.9 0.2 -0.58
H 0.944699 0.184061 0.421067 -0.4 -0.5 0.1 0.31
H 1.858953 -1.072669 0.894263 -0.6 0.0 -0.1 0.21
O 2.184351 3.350637 -1.202001 -0.1 0.0 0.2 -0.60
H 3.096844 3.215676 -0.926728 0.0 0.0 0.0 0.30
H 2.127731 2.965024 -2.077829 0.1 -0.1 -0.2 0.30
O -2.949278 0.756635 3.825624 0.1 0.0 0.1 -0.61
H -2.783749 1.472809 3.205377 0.0 0.0 0.0 0.31
H -2.562791 -0.027077 3.421406 -0.1 0.1 -0.1 0.30
```
Positions in Å, forces in eV/Å.

Entry 5:
Below is a structure of composition H28O14 in a non-equilibrium geometry, with properties calculated with ωB97M-V/def2-TZVPD.

Calculated values
2S+1   1
Maximum force   0.2179 hartree/bohr

```
42
Properties=species:S:1:pos:R:3:forces:R:3:mulliken_charge:R:1
H 0.711118 -0.427513 -0.453154 -0.2 0.3 -0.6 0.19
H -0.177180 0.329183 0.541645 0.1 -0.2 -0.4 0.09
H -1.255938 0.783237 -2.057119 -1.4 -0.2 1.6 0.31
H -0.798809 1.118493 -3.399169 0.8 -0.9 0.9 0.26
H 0.655735 -2.386532 3.202920 -0.3 -0.1 -0.7 0.23
H 0.078170 -2.530367 4.658529 1.7 1.2 -1.6 0.31
H 1.010904 1.799858 1.464866 0.0 0.9 0.3 0.21
H 0.544336 3.114603 0.827594 0.5 0.1 0.1 0.43
H -2.587890 2.861566 -0.176599 -0.2 0.4 0.7 0.30
H -2.071113 3.433162 1.158732 1.2 1.6 0.7 0.34
H -1.124174 -3.101227 -0.351681 -1.3 -1.1 0.2 0.17
H -0.478756 -2.152339 -1.300686 -0.2 -0.6 0.4 0.23
H 3.565455 3.606975 0.600241 4.2 1.6 -0.4 0.26
H 2.761720 2.429568 0.753351 -0.5 1.6 0.0 0.22
H -0.707364 2.697414 -1.663317 -0.8 0.6 -1.5 0.27
H -0.622743 2.207039 -0.286401 0.2 0.0 0.0 0.16
H 1.777647 -0.778038 -3.096839 0.4 0.2 0.5 0.29
H 0.988535 -1.360922 -4.203707 1.4 -0.8 1.0 0.31
H 4.297564 0.614777 -1.056761 1.2 1.2 -0.8 0.28
H 2.937541 0.725716 -0.329707 0.7 -0.4 -0.4 0.28
H -1.743288 -0.884538 -3.881249 0.0 0.4 0.3 0.26
H -1.988845 -2.073484 -3.122160 -0.4 -3.2 0.0 0.26
H 1.490523 -2.116509 0.422271 1.9 0.1 -0.5 0.25
H 1.022658 -2.946606 1.626273 1.0 -0.1 -0.2 0.18
H -3.450287 -2.684069 -0.101506 -1.8 0.2 0.7 0.29
H -5.001330 -2.930256 -0.229591 0.2 0.0 0.0 0.32
H -1.130415 -0.240611 2.598863 -0.3 -0.4 0.8 0.32
H -0.465099 0.986964 2.448420 0.9 1.5 -0.2 0.48
O 0.530709 -0.326633 0.479811 -0.3 3.5 0.2 -0.39
O -0.574235 0.522891 -2.631312 1.8 2.1 -2.8 -0.58
O 0.768329 -2.049192 4.079216 -1.5 -0.9 2.5 -0.60
O 1.019917 2.777707 1.599696 -3.7 -2.5 1.6 -0.62
O -2.619817 2.781984 0.791683 -1.1 -1.9 -1.5 -0.60
O -0.333135 -2.592142 -0.410161 -5.3 0.4 -9.4 -0.31
O 2.686995 3.404942 0.606636 0.0 -1.6 -1.4 -0.49
O -0.061026 2.515619 -1.017169 0.5 0.0 1.9 -0.52
O 1.729074 -1.610450 -3.570369 -1.8 0.7 -1.4 -0.62
O 3.622205 0.112029 -0.663498 -2.0 -0.8 1.1 -0.61
O -1.987295 -1.167472 -2.991840 -1.0 1.0 -0.6 -0.49
O 0.739299 -2.355882 0.912894 4.4 -2.5 10.0 -0.39
O -4.329163 -2.588339 0.370376 1.5 -0.1 -0.7 -0.62
O -0.971691 0.562993 3.119778 -0.6 -1.1 -0.4 -0.65
```
Positions in Å, forces in eV/Å.

Entry 6:
Below is a structure of composition H28O14 in a non-equilibrium geometry, with properties calculated with ωB97M-V/def2-TZVPD.

Calculated values
2S+1   1
Maximum force   0.3063 hartree/bohr

```
42
Properties=species:S:1:pos:R:3:forces:R:3:mulliken_charge:R:1
H 0.007644 -0.610359 1.026565 -1.0 -0.9 3.2 0.19
H -0.234811 -0.563267 -0.376284 0.6 0.8 0.5 0.29
H -0.739885 -0.685452 -5.496125 1.1 0.0 1.7 0.34
H -0.093169 -0.018606 -4.200200 -0.2 0.2 -0.3 0.29
H -0.031154 2.249094 4.411999 0.1 0.1 -0.3 0.28
H -0.759247 2.245645 3.096447 -2.7 -0.7 -1.2 0.28
H -2.166472 -0.302749 -2.254983 0.8 1.7 -0.2 0.27
H -2.556922 -1.617237 -2.620223 -0.7 -0.3 0.3 0.32
H -0.648623 -0.724133 2.862342 2.1 -0.2 -0.1 0.41
H 0.284888 -1.631720 3.600612 0.4 -1.0 0.5 0.24
H -1.200877 1.483782 -3.030177 1.6 0.5 -0.2 0.30
H -2.493077 1.860788 -2.436594 -0.1 -0.4 -0.4 0.28
H 3.650635 -0.798720 3.207555 -0.5 0.2 -0.5 0.27
H 3.016407 -0.264008 1.788417 1.9 -0.6 1.9 0.39
H 3.276680 -0.724832 -1.220824 1.1 0.2 0.1 0.29
H 4.795101 -0.707290 -1.439609 1.3 -1.0 -0.7 0.28
H 1.684854 3.995657 -0.506924 2.9 1.4 1.7 0.30
H 0.220999 3.631595 -0.293084 0.3 0.2 -0.1 0.34
H -0.169051 -4.213267 0.795787 0.3 0.3 -0.4 0.30
H -0.210378 -3.399336 -0.607478 -0.6 -1.1 1.7 0.31
H 1.569170 -1.120926 -0.522182 0.3 -2.5 2.7 0.23
H 1.702559 -2.523713 0.191776 1.7 -2.5 -0.2 0.12
H -1.692249 -1.118795 4.229415 -0.5 -0.1 0.2 0.29
H -3.163284 -1.486603 4.020512 -1.3 -0.2 0.8 0.30
H 2.497260 1.381158 -0.111503 -1.2 1.7 2.5 0.32
H 1.631364 2.591391 0.503219 -0.3 0.0 -0.5 0.15
H -4.482743 2.119414 -2.520348 -0.2 3.1 -0.5 0.28
H -4.186057 1.014878 -1.615362 -0.2 -0.7 0.0 0.32
O 0.444361 -0.298606 0.295710 -9.2 12.1 -4.0 -0.37
O -0.152637 -0.836763 -4.696048 -0.9 -0.3 -1.4 -0.63
O 0.048013 2.448448 3.469424 2.6 0.8 1.5 -0.56
O -2.883808 -0.874451 -2.087584 -0.4 -2.7 0.4 -0.57
O 0.338185 -0.927003 2.973500 -2.3 1.2 -0.4 -0.57
O -2.105955 1.237403 -3.069816 0.0 1.0 0.0 -0.57
O 3.864974 -0.439818 2.338013 -1.3 0.3 -1.3 -0.67
O 4.102080 -0.224940 -1.048042 -2.3 0.8 0.5 -0.58
O 0.940506 3.707526 -0.933448 -3.4 -1.1 -2.0 -0.65
O -0.732146 -3.922011 0.069381 0.3 0.7 -1.2 -0.60
O 1.438957 -1.636114 0.357321 7.3 -7.3 -2.7 -0.42
O -2.359668 -1.338692 3.565966 1.5 0.3 -0.6 -0.65
O 2.132171 1.830381 0.752522 2.2 -2.1 -1.6 -0.48
O -4.584597 1.212252 -2.469644 -0.6 -2.1 0.7 -0.62
```
Positions in Å, forces in eV/Å.

Kohn-Sham gap readings, ordered: 0.3468 0.3924 0.2798 0.3997 0.2833 0.2838 Eh
Energy relative to the best compared isomer or geometry (same formula, charge and spin) readings, ordered: 5.535 3.289 12.749 2.708 10.773 9.712 eV
LUMO level readings, ordered: -0.42 -0.42 -0.56 -0.40 -0.64 -0.26 eV